# 1
12
Properties=species:S:1:pos:R:3:nbo_charge:R:1 method="wB97M-V/def2-TZVPD" e_above_lowest_kcal_mol=43.1 spin_multiplicity=1 gap_ev=10.785 total_charge=0 homo_ev=-9.878 lumo_energy_ev=0.906 max_force_ha_per_bohr=0.0128
N 0.421 1.345 0.955 -0.806
C 0.146 0.271 0.076 -0.038
C -1.203 0.090 -0.625 -0.410
C -0.667 -0.986 0.233 0.074
O 0.296 -1.757 -0.528 -0.493
C 1.136 -0.658 -0.576 0.768
O 2.273 -0.614 -0.928 -0.537
H 0.915 2.078 0.452 0.377
H 1.026 1.042 1.712 0.371
H -1.985 0.703 -0.183 0.240
H -1.265 -0.061 -1.699 0.231
H -1.094 -1.452 1.111 0.223



# 2
12
Properties=species:S:1:pos:R:3:nbo_charge:R:1 method="wB97M-V/def2-TZVPD" e_above_lowest_kcal_mol=45.9 spin_multiplicity=1 gap_ev=10.835 total_charge=0 homo_ev=-10.331 lumo_energy_ev=0.504 max_force_ha_per_bohr=0.0146
H 0.333 -2.121 -0.844 0.339
N 0.781 -1.321 -0.392 -0.575
C -0.041 -0.361 -0.258 0.262
C -1.504 -0.378 -0.651 -0.692
C 0.488 0.890 0.383 -0.100
O 1.915 1.221 0.053 -0.423
C 1.631 0.833 1.283 0.796
O 2.178 0.639 2.321 -0.517
H -1.600 -0.703 -1.692 0.238
H -2.067 -1.083 -0.027 0.241
H -1.974 0.607 -0.559 0.222
H -0.140 1.779 0.383 0.208



# 3
12
Properties=species:S:1:pos:R:3:nbo_charge:R:1 method="wB97M-V/def2-TZVPD" e_above_lowest_kcal_mol=11.2 spin_multiplicity=1 smiles="Cc1coc(=O)[nH]1" gap_ev=9.353 total_charge=0 homo_ev=-8.684 lumo_energy_ev=0.669 max_force_ha_per_bohr=0.0264
C -1.607 -0.300 -0.620 -0.644
C -0.277 0.051 -0.061 0.130
C 0.185 1.280 0.173 0.005
O 1.425 1.214 0.789 -0.456
C 1.783 -0.102 0.861 0.860
O 2.836 -0.502 1.276 -0.594
N 0.699 -0.831 0.380 -0.623
H -1.543 -0.868 -1.552 0.221
H -2.176 -0.885 0.112 0.232
H -2.162 0.628 -0.793 0.237
H -0.007 2.054 -0.532 0.210
H 0.844 -1.739 -0.033 0.422



# 4
12
Properties=species:S:1:pos:R:3:nbo_charge:R:1 method="wB97M-V/def2-TZVPD" e_above_lowest_kcal_mol=35.5 spin_multiplicity=1 smiles="O=C1C=C[C@@H](O)N1" gap_ev=10.044 total_charge=0 homo_ev=-9.564 lumo_energy_ev=0.480 max_force_ha_per_bohr=0.1094
O -2.973 -0.412 0.070 -0.601
C -1.783 -0.278 0.136 0.586
C -1.179 1.046 0.220 -0.234
C 0.144 0.952 -0.041 -0.200
C 0.493 -0.475 -0.380 0.246
O 1.512 -1.038 0.403 -0.709
N -0.893 -1.215 -0.112 -0.636
H -1.677 2.012 0.639 0.243
H 0.826 1.666 0.029 0.208
H 0.800 -0.577 -1.332 0.181
H 1.576 -0.762 1.318 0.484
H -1.093 -2.248 -0.192 0.432



# 5
12
Properties=species:S:1:pos:R:3:nbo_charge:R:1 method="wB97M-V/def2-TZVPD" e_above_lowest_kcal_mol=33.7 spin_multiplicity=1 smiles="Cc1coc(=O)[nH]1" gap_ev=9.237 total_charge=0 homo_ev=-8.486 lumo_energy_ev=0.752 max_force_ha_per_bohr=0.0274
C -1.561 -0.399 -0.702 -0.647
C -0.240 -0.016 -0.126 0.126
C 0.260 1.222 0.009 -0.026
O 1.646 1.179 0.198 -0.475
C 1.739 0.029 0.892 0.898
O 2.381 -0.074 1.892 -0.531
N 0.756 -0.890 0.320 -0.674
H -1.513 -0.292 -1.792 0.232
H -1.879 -1.418 -0.470 0.224
H -2.324 0.299 -0.347 0.239
H -0.165 2.185 0.211 0.214
H 0.889 -1.821 -0.067 0.421



# 6
12
Properties=species:S:1:pos:R:3:nbo_charge:R:1 method="wB97M-V/def2-TZVPD" e_above_lowest_kcal_mol=125.4 spin_multiplicity=1 smiles="O=NC1(CO)C=C1" gap_ev=9.007 total_charge=0 homo_ev=-9.113 lumo_energy_ev=-0.106 max_force_ha_per_bohr=0.0171
O 1.452 1.157 -1.537 -0.279
N 0.336 0.744 -1.335 0.125
C 0.225 0.000 -0.058 -0.086
C -1.258 -0.163 0.286 -0.075
O -2.040 0.990 0.073 -0.709
C 1.476 0.045 0.772 -0.134
C 1.195 -1.093 0.237 -0.164
H -1.373 -0.443 1.336 0.193
H -1.653 -1.006 -0.314 0.165
H -1.898 1.265 -0.843 0.476
H 2.189 0.655 1.316 0.247
H 1.349 -2.150 0.067 0.242



# 7
12
Properties=species:S:1:pos:R:3:nbo_charge:R:1 method="wB97M-V/def2-TZVPD" e_above_lowest_kcal_mol=38.2 spin_multiplicity=1 smiles="O=C1CCN=CO1" gap_ev=11.347 total_charge=0 homo_ev=-10.486 lumo_energy_ev=0.862 max_force_ha_per_bohr=0.0457
O -1.098 1.950 -0.876 -0.509
C -0.540 1.129 -0.227 0.793
C -1.005 -0.029 0.593 -0.535
C -0.214 -0.994 -0.317 -0.225
N 1.169 -1.116 0.040 -0.464
C 1.669 0.045 0.145 0.393
O 0.961 1.191 -0.062 -0.550
H -0.665 0.110 1.626 0.241
H -2.079 -0.224 0.568 0.245
H -0.254 -0.295 -1.254 0.192
H -0.682 -1.941 -0.575 0.227
H 2.738 0.173 0.337 0.192



# 8
12
Properties=species:S:1:pos:R:3:nbo_charge:R:1 method="wB97M-V/def2-TZVPD" e_above_lowest_kcal_mol=142.1 spin_multiplicity=1 gap_ev=8.541 total_charge=0 homo_ev=-8.957 lumo_energy_ev=-0.416 max_force_ha_per_bohr=0.0747
C 1.764 -1.114 -0.201 -0.242
C 2.177 0.144 -0.001 0.200
C -0.313 -0.121 -0.175 0.542
C -1.587 0.559 -0.298 -0.739
N 0.331 -1.237 -0.215 0.031
O -0.298 -2.338 -0.324 -0.516
O 1.316 1.099 0.087 -0.535
H 2.317 -2.138 0.010 0.247
H 3.198 0.370 0.275 0.192
H -2.244 0.723 0.680 0.258
H -1.219 1.549 -0.654 0.285
H -2.188 -0.039 -1.123 0.278



# 9
12
Properties=species:S:1:pos:R:3:nbo_charge:R:1 method="wB97M-V/def2-TZVPD" e_above_lowest_kcal_mol=31.5 spin_multiplicity=1 smiles="O=CC1=NCCO1" gap_ev=10.012 total_charge=0 homo_ev=-9.997 lumo_energy_ev=0.014 max_force_ha_per_bohr=0.0115
O 2.508 0.087 1.957 -0.448
C 2.159 0.252 0.818 0.379
C 0.745 0.035 0.362 0.404
N -0.130 -0.639 0.982 -0.397
C -1.302 -0.655 0.100 -0.284
C -0.987 0.402 -0.974 -0.097
O 0.436 0.597 -0.835 -0.487
H 2.857 0.567 0.021 0.129
H -2.211 -0.435 0.665 0.215
H -1.402 -1.663 -0.320 0.204
H -1.195 0.091 -1.999 0.199
H -1.478 1.362 -0.777 0.184



# 10
12
Properties=species:S:1:pos:R:3:nbo_charge:R:1 method="wB97M-V/def2-TZVPD" e_above_lowest_kcal_mol=52.2 spin_multiplicity=1 gap_ev=9.157 total_charge=0 homo_ev=-9.094 lumo_energy_ev=0.063 max_force_ha_per_bohr=0.0840
O 0.254 -1.670 0.413 -0.592
C 0.688 -1.019 1.368 0.360
C 0.859 0.351 1.291 -0.426
C 0.343 1.116 0.278 0.147
N -0.699 0.827 -0.553 -0.555
C -0.756 -0.117 -1.360 0.482
O -1.724 -0.330 -2.180 -0.644
H 1.118 -1.508 2.206 0.124
H 1.500 0.867 2.125 0.221
H 0.738 2.074 0.070 0.191
H 0.059 -0.929 -1.444 0.200
H -2.379 0.339 -2.215 0.491



# 11
12
Properties=species:S:1:pos:R:3:nbo_charge:R:1 method="wB97M-V/def2-TZVPD" e_above_lowest_kcal_mol=25.8 spin_multiplicity=1 smiles="CC(=O)[C@@H](O)C#N" gap_ev=11.289 total_charge=0 homo_ev=-10.785 lumo_energy_ev=0.504 max_force_ha_per_bohr=0.0347
C 0.829 1.358 -0.143 -0.734
C 0.637 -0.059 0.288 0.613
O 1.371 -0.689 1.001 -0.525
C -0.558 -0.856 -0.408 -0.093
O -0.511 -2.208 -0.081 -0.682
C -1.691 -0.173 0.181 0.242
N -2.412 0.513 0.765 -0.292
H 0.845 1.989 0.746 0.260
H 1.803 1.457 -0.621 0.256
H 0.043 1.697 -0.811 0.233
H -0.552 -0.706 -1.497 0.225
H 0.196 -2.322 0.580 0.498



# 12
12
Properties=species:S:1:pos:R:3:nbo_charge:R:1 method="wB97M-V/def2-TZVPD" e_above_lowest_kcal_mol=94.1 spin_multiplicity=1 gap_ev=8.181 total_charge=0 homo_ev=-8.871 lumo_energy_ev=-0.690 max_force_ha_per_bohr=0.0111
C 0.206 1.820 0.471 -0.725
C 0.152 0.389 0.639 0.317
C -0.176 -0.856 0.749 0.346
O -0.122 -1.739 1.749 -0.641
N -0.685 -1.200 -0.476 -0.584
C -0.040 -0.889 -1.625 0.490
O 0.763 0.018 -1.806 -0.629
H 0.863 2.092 -0.358 0.273
H -0.788 2.257 0.336 0.244
H 0.621 2.226 1.404 0.278
H -0.451 -2.569 1.369 0.500
H -0.342 -1.549 -2.454 0.132



# 13
12
Properties=species:S:1:pos:R:3:nbo_charge:R:1 method="wB97M-V/def2-TZVPD" e_above_lowest_kcal_mol=89.0 spin_multiplicity=1 smiles="COC1=N[C@H]1C=O" gap_ev=10.250 total_charge=0 homo_ev=-9.758 lumo_energy_ev=0.492 max_force_ha_per_bohr=0.0234
C -0.415 -2.219 -0.651 -0.264
O 0.381 -1.049 -0.850 -0.461
C 0.041 -0.077 -0.037 0.467
N -0.924 0.290 0.652 -0.307
C 0.268 1.315 -0.064 -0.264
C 0.649 2.248 1.016 0.390
O 0.174 2.214 2.120 -0.486
H -0.217 -2.582 0.358 0.192
H -1.486 -2.014 -0.766 0.200
H -0.061 -2.916 -1.405 0.204
H 0.263 1.726 -1.087 0.212
H 1.327 3.066 0.713 0.118



# 14
12
Properties=species:S:1:pos:R:3:nbo_charge:R:1 method="wB97M-V/def2-TZVPD" e_above_lowest_kcal_mol=31.5 spin_multiplicity=1 smiles="O=CC1=NCCO1" gap_ev=10.028 total_charge=0 homo_ev=-9.997 lumo_energy_ev=0.030 max_force_ha_per_bohr=0.0119
O 2.532 0.133 1.933 -0.449
C 2.167 0.265 0.794 0.380
C 0.750 0.029 0.357 0.405
N -0.110 -0.669 0.970 -0.398
C -1.295 -0.673 0.106 -0.284
C -1.000 0.406 -0.954 -0.097
O 0.421 0.615 -0.823 -0.487
H 2.848 0.571 -0.023 0.128
H -2.196 -0.465 0.689 0.215
H -1.404 -1.674 -0.329 0.204
H -1.212 0.108 -1.982 0.199
H -1.502 1.355 -0.738 0.184



# 15
12
Properties=species:S:1:pos:R:3:nbo_charge:R:1 method="wB97M-V/def2-TZVPD" e_above_lowest_kcal_mol=86.0 spin_multiplicity=1 gap_ev="8.928 / 8.928" total_charge=0 homo_ev="-9.606 / -9.606" lumo_energy_ev="-0.678 / -0.678" max_force_ha_per_bohr=0.0524
O -1.011 2.648 -0.174 -0.476
C -0.535 1.619 0.099 0.751
C -1.090 -0.295 0.431 -0.241
C -0.132 -1.235 -0.243 -0.325
N 1.117 -0.822 0.366 -0.511
C 1.607 0.287 -0.058 0.417
O 1.015 1.178 -0.818 -0.647
H -1.159 -0.472 1.506 0.230
H -1.983 0.018 -0.072 0.217
H -0.156 -1.129 -1.337 0.210
H -0.287 -2.310 -0.012 0.228
H 2.613 0.512 0.312 0.146



# 16
12
Properties=species:S:1:pos:R:3:nbo_charge:R:1 method="wB97M-V/def2-TZVPD" e_above_lowest_kcal_mol=47.8 spin_multiplicity=1 smiles="O=CC(=O)N1CC1" gap_ev=9.656 total_charge=0 homo_ev=-9.932 lumo_energy_ev=-0.276 max_force_ha_per_bohr=0.0142
O -0.678 -0.579 -2.900 -0.444
C -0.842 -0.107 -1.807 0.336
C -0.483 -0.862 -0.522 0.566
O -0.304 -2.053 -0.470 -0.509
N -0.443 0.024 0.550 -0.438
C 0.664 0.962 0.657 -0.245
C 0.471 -0.132 1.649 -0.235
H -1.209 0.924 -1.623 0.122
H 0.407 1.987 0.903 0.211
H 1.490 0.832 -0.042 0.204
H 1.159 -0.972 1.609 0.218
H 0.054 0.106 2.624 0.215



# 17
13
Properties=species:S:1:pos:R:3:nbo_charge:R:1 method="wB97M-V/def2-TZVPD" e_above_lowest_kcal_mol=74.3 spin_multiplicity=1 smiles="O=C1NOC2(CC2)S1" gap_ev=10.190 total_charge=0 homo_ev=-9.495 lumo_energy_ev=0.695 max_force_ha_per_bohr=0.0270
O 2.575 -2.050 -0.864 -0.557
C 1.721 -1.237 -0.617 0.509
N 0.735 -0.819 -1.506 -0.353
O 0.178 0.432 -1.129 -0.350
C -0.030 0.324 0.253 0.087
C -0.843 1.383 0.880 -0.428
C -1.394 -0.022 0.743 -0.446
S 1.467 -0.397 0.952 0.210
H 1.048 -0.723 -2.445 0.394
H -1.229 2.141 0.225 0.238
H -0.553 1.753 1.893 0.231
H -2.170 -0.156 -0.027 0.235
H -1.505 -0.628 1.643 0.231



# 18
13
Properties=species:S:1:pos:R:3:nbo_charge:R:1 method="wB97M-V/def2-TZVPD" e_above_lowest_kcal_mol=58.2 spin_multiplicity=1 smiles="C=C1NC(=S)OCO1" gap_ev=9.284 total_charge=0 homo_ev=-8.839 lumo_energy_ev=0.445 max_force_ha_per_bohr=0.0735
C 1.839 -1.276 -0.301 -0.517
C 0.773 -0.520 -0.042 0.467
N -0.554 -0.783 0.325 -0.660
C -1.641 0.001 0.013 0.366
S -3.189 -0.534 -0.244 -0.129
O -1.390 1.343 -0.238 -0.480
C -0.091 1.670 0.162 0.197
O 0.823 0.867 -0.419 -0.501
H 1.687 -2.291 -0.019 0.209
H 2.819 -0.890 -0.498 0.243
H -0.844 -1.792 0.381 0.442
H -0.016 2.592 -0.351 0.201
H -0.216 1.614 1.229 0.161



# 19
13
Properties=species:S:1:pos:R:3:nbo_charge:R:1 method="wB97M-V/def2-TZVPD" e_above_lowest_kcal_mol=66.3 spin_multiplicity=1 smiles="C=C(OC=O)C(N)=S" gap_ev=8.116 total_charge=0 homo_ev=-8.824 lumo_energy_ev=-0.707 max_force_ha_per_bohr=0.0779
C -0.141 -1.577 1.683 -0.400
C 0.135 -0.909 0.530 0.205
O 1.503 -0.851 0.067 -0.531
C 1.923 0.547 -0.158 0.660
O 1.377 1.554 0.224 -0.517
C -0.823 0.006 -0.077 0.049
N -1.872 0.207 0.945 -0.804
S -0.919 0.462 -1.691 -0.054
H 0.670 -2.158 2.132 0.219
H -1.115 -1.880 1.924 0.220
H 2.918 0.267 -0.510 0.151
H -2.706 0.728 0.764 0.403
H -1.566 0.184 1.938 0.399



# 20
13
Properties=species:S:1:pos:R:3:nbo_charge:R:1 method="wB97M-V/def2-TZVPD" e_above_lowest_kcal_mol=110.4 spin_multiplicity=1 gap_ev=7.753 total_charge=0 homo_ev=-8.292 lumo_energy_ev=-0.539 max_force_ha_per_bohr=0.0968
C 0.457 1.510 0.879 -0.246
C 0.355 2.048 -0.504 0.756
C -0.449 -1.980 -0.727 0.275
C -0.177 -0.792 1.410 -0.012
N 0.126 0.336 1.217 -0.214
O -0.017 3.151 -0.613 -0.553
O 0.507 1.199 -1.507 -0.683
O -0.783 -1.043 -1.351 -0.521
H 0.965 2.146 1.582 0.225
H -1.156 -2.688 -0.150 0.098
H 0.483 -2.557 -0.780 0.126
H -0.818 -1.519 1.818 0.238
H 0.507 0.190 -1.275 0.511